The following is a quantum chemistry calculation of an isolated molecule of C6H9B in a non-equilibrium geometry, from the OMol25 dataset.

- HOMO level (spin up / spin down): -0.16326 / -0.33509 hartree
- Kohn-Sham gap (spin up / spin down): 5.17 / 7.21 eV
- Energy: -258.56524 Ha
- Multiplicity: 3
- Relative energy (zero: lowest compared OMol25 entry of this formula, charge and spin): 73.11 kcal per mole

Element x y z (Å)
B -1.291 0.161 -0.044
C 1.176 1.352 -0.795
C 1.624 0.229 -0.330
C -0.647 0.820 1.210
C 0.199 0.469 -0.043
C -2.562 -0.430 -0.710
C 2.557 -0.840 0.049
H 1.076 2.414 -1.157
H -0.745 1.780 1.698
H -0.499 0.009 2.033
H -2.180 -1.249 -1.515
H -3.361 0.123 -1.226
H -3.104 -0.898 0.002
H 2.036 -1.235 0.942
H 3.571 -0.528 0.190
H 2.542 -1.621 -0.721